# 1
Density functional theory data (ωB97M-V with the def2-TZVPD basis set) for 9 unconnected molecules or ions with the total composition C47H54ClF9N9O2 in a non-equilibrium geometry.

Structure (XYZ):
```
122
Properties=species:S:1:pos:R:3:forces:R:3:lowdin_charge:R:1
C -0.923 0.516 2.023 0.474 0.286 -0.277 -0.070
C -1.238 1.123 0.654 0.173 -1.242 -0.023 -0.230
C -0.423 0.387 -0.437 -0.456 0.358 0.337 -0.605
Cl 1.263 0.936 -0.477 0.083 -0.118 0.012 0.796
C -1.124 0.404 -1.777 0.829 0.254 0.548 -0.092
C -1.126 1.466 -2.652 0.603 1.474 1.027 -0.037
C -0.409 2.757 -2.335 2.734 0.788 -0.252 -0.462
O 0.759 2.909 -2.649 -2.514 -0.526 0.338 0.077
O -1.091 3.736 -1.718 -0.094 -0.720 -0.153 0.168
C -1.788 1.430 -3.845 0.193 1.161 -0.614 0.035
C -2.448 0.319 -4.169 -0.949 -1.014 -1.052 0.007
N -2.455 -0.711 -3.326 -0.399 -0.292 -0.528 0.175
C -1.829 -0.707 -2.158 0.113 -1.308 0.712 -0.138
C -1.947 -1.969 -1.345 -0.077 0.551 0.181 -0.046
C -2.875 -1.826 -0.127 0.049 -0.409 -0.643 -0.032
C -4.226 -1.262 -0.473 -0.263 -0.693 0.972 -0.436
F -4.202 0.071 -0.669 0.108 0.502 -0.074 0.134
F -4.669 -1.809 -1.626 -0.034 -0.063 -0.628 0.130
C -5.273 -1.646 0.633 -0.283 -0.030 -1.028 -0.373
F -5.740 -2.856 0.280 -0.118 -0.383 -0.075 0.162
F -4.695 -1.804 1.824 0.266 0.336 0.511 0.165
C -6.501 -0.705 0.701 0.182 -0.187 0.896 -0.360
F -6.936 -0.490 -0.537 0.065 0.171 -0.449 0.184
F -7.454 -1.362 1.364 -0.237 -0.197 0.243 0.182
C -6.242 0.650 1.455 -0.461 0.690 -1.169 -0.545
F -7.001 0.758 2.514 0.018 -0.174 0.590 0.223
F -6.563 1.649 0.622 0.175 0.009 0.039 0.175
F -4.959 0.797 1.784 0.211 -0.077 0.286 0.172
H 0.082 0.824 2.291 0.059 0.017 0.529 0.059
H -1.645 0.785 2.784 0.046 0.337 0.132 0.089
H -0.887 -0.573 2.002 -0.057 -0.155 -0.149 0.070
H -2.273 0.887 0.437 -0.419 0.506 -0.155 0.086
H -1.040 2.189 0.612 -0.159 0.202 0.042 0.115
H -0.373 -0.645 -0.136 0.204 -0.215 0.152 0.072
H -1.966 3.422 -1.448 -0.095 0.203 0.002 0.135
H -1.776 2.261 -4.526 0.057 0.265 -0.121 0.154
H -2.978 0.203 -5.095 -0.188 -0.119 -0.182 0.156
H -2.972 -1.540 -3.593 -0.064 -0.061 0.064 0.186
H -0.980 -2.222 -0.931 0.305 -0.264 -0.223 0.135
H -2.256 -2.773 -2.003 -0.122 -0.205 0.069 0.134
H -3.035 -2.830 0.254 -0.001 -0.168 0.193 0.137
H -2.414 -1.251 0.662 0.012 0.189 0.212 0.108
N -2.419 -6.248 0.110 0.059 0.103 -0.049 0.002
C -1.468 -6.936 -0.594 -0.026 0.047 -0.037 -0.128
C -0.405 -7.155 0.239 0.006 0.028 0.014 -0.099
C -0.727 -6.577 1.499 0.040 0.020 0.004 -0.106
C -1.975 -6.029 1.386 -0.040 0.097 -0.047 -0.146
H -3.305 -5.949 -0.254 -0.074 -0.140 0.030 0.140
H -1.628 -7.208 -1.623 0.009 -0.051 0.012 0.111
H 0.504 -7.671 -0.026 0.006 0.024 -0.035 0.093
H -0.114 -6.564 2.386 -0.010 0.066 0.007 0.087
H -2.583 -5.504 2.101 -0.035 -0.062 0.024 0.079
N 2.601 6.528 -2.762 -0.084 0.040 0.014 0.011
C 1.518 6.000 -2.110 0.010 -0.046 -0.008 -0.138
C 0.944 7.005 -1.376 0.005 -0.007 -0.010 -0.106
C 1.707 8.184 -1.596 -0.046 -0.002 0.001 -0.099
C 2.719 7.858 -2.458 0.034 -0.038 0.057 -0.138
H 3.216 6.019 -3.369 0.050 -0.008 0.032 0.131
H 1.253 4.962 -2.221 0.105 0.207 0.024 0.068
H 0.073 6.906 -0.749 0.003 0.003 0.011 0.087
H 1.533 9.157 -1.171 0.003 0.004 -0.004 0.093
H 3.510 8.455 -2.875 0.006 0.042 0.039 0.087
N 1.905 -8.652 2.429 0.090 -0.040 0.033 0.003
C 2.857 -9.350 1.735 -0.027 0.047 -0.028 -0.143
C 3.916 -9.563 2.574 0.010 -0.009 -0.014 -0.108
C 3.590 -8.975 3.826 0.003 0.003 0.018 -0.107
C 2.344 -8.424 3.706 -0.044 0.050 -0.031 -0.142
H 1.022 -8.358 2.059 -0.069 -0.098 0.018 0.087
H 2.698 -9.632 0.708 0.019 -0.021 0.003 0.103
H 4.824 -10.084 2.321 0.000 -0.006 0.004 0.092
H 4.202 -8.961 4.712 0.000 -0.004 0.003 0.092
H 1.733 -7.892 4.416 0.018 -0.006 0.020 0.103
N -3.102 -4.589 4.710 0.149 -0.066 0.037 -0.007
C -3.390 -3.846 5.826 0.016 0.103 -0.052 -0.159
C -3.025 -4.580 6.922 0.067 -0.002 0.029 -0.100
C -2.494 -5.812 6.452 0.015 0.015 -0.005 -0.093
C -2.552 -5.790 5.086 -0.019 0.074 -0.057 -0.138
H -3.270 -4.297 3.767 -0.067 0.023 -0.007 0.112
H -3.828 -2.867 5.744 -0.057 -0.006 0.023 0.105
H -3.127 -4.270 7.948 -0.005 -0.005 0.006 0.097
H -2.113 -6.622 7.051 -0.002 0.002 0.002 0.098
H -2.250 -6.519 4.353 -0.029 -0.021 0.017 0.097
N 0.038 -2.339 5.095 0.029 0.051 -0.092 0.012
C 0.866 -2.674 4.056 -0.167 0.026 -0.016 -0.156
C 1.969 -1.862 4.117 -0.042 0.037 -0.077 -0.113
C 1.800 -1.006 5.239 -0.010 0.066 -0.013 -0.112
C 0.602 -1.327 5.822 -0.074 -0.016 -0.054 -0.135
H -0.847 -2.772 5.297 -0.009 -0.122 0.106 0.117
H 0.600 -3.460 3.368 0.049 -0.044 0.028 0.095
H 2.804 -1.881 3.437 0.025 -0.022 0.026 0.091
H 2.483 -0.246 5.581 0.021 -0.016 0.009 0.092
H 0.106 -0.925 6.689 0.026 -0.003 0.020 0.108
N 1.284 2.114 -7.166 -0.074 0.035 0.110 0.003
C 1.230 2.169 -5.795 -0.021 0.052 -0.149 -0.150
C 1.983 3.236 -5.385 0.076 0.055 -0.208 -0.099
C 2.511 3.847 -6.554 -0.013 0.048 -0.003 -0.093
C 2.058 3.138 -7.633 0.032 -0.036 -0.041 -0.129
H 0.830 1.428 -7.740 0.028 -0.012 -0.032 0.142
H 0.671 1.443 -5.237 0.039 -0.134 0.086 0.084
H 2.149 3.542 -4.371 0.002 -0.004 0.068 0.070
H 3.154 4.710 -6.596 0.016 0.001 0.009 0.085
H 2.224 3.269 -8.689 0.018 0.009 0.004 0.112
N 2.194 3.030 2.434 -0.022 0.082 0.065 -0.004
C 2.204 3.148 3.799 -0.032 -0.050 -0.004 -0.146
C 3.032 4.188 4.122 -0.009 0.013 0.001 -0.106
C 3.539 4.721 2.905 0.005 0.008 0.004 -0.103
C 3.003 3.988 1.882 -0.012 -0.047 -0.048 -0.139
H 1.674 2.348 1.918 0.042 -0.047 -0.071 0.070
H 1.625 2.483 4.418 0.023 -0.013 0.014 0.098
H 3.252 4.530 5.119 0.002 0.003 0.001 0.092
H 4.218 5.549 2.795 -0.002 0.005 -0.003 0.094
H 3.125 4.065 0.815 0.002 0.033 0.004 0.103
N 4.887 7.819 -6.688 0.051 0.032 0.051 0.003
C 4.582 8.023 -5.369 0.047 -0.103 -0.102 -0.153
C 5.603 8.745 -4.810 -0.036 -0.020 0.028 -0.108
C 6.558 8.989 -5.833 0.022 0.013 -0.002 -0.104
C 6.087 8.408 -6.979 -0.023 -0.048 -0.031 -0.137
H 4.317 7.317 -7.343 -0.028 0.032 -0.029 0.137
H 3.671 7.638 -4.948 -0.074 0.064 -0.056 0.077
H 5.662 9.064 -3.783 0.020 0.012 -0.003 0.088
H 7.484 9.530 -5.738 -0.001 0.007 0.002 0.093
H 6.500 8.363 -7.972 0.019 0.012 0.006 0.107
```
Positions in Å, forces in eV/Å.

Calculated total energy in Eh: -3825.33974
Total charge: +1
Lowest unoccupied orbital energy in Eh: -0.17694
Highest occupied orbital energy in eV: -9.521

---

# 2
Density functional theory data (ωB97M-V with the def2-TZVPD basis set) for a molecular structure, C47H54F2N5O2PScSi in a non-equilibrium geometry.

Structure (XYZ):
```
113
Properties=species:S:1:pos:R:3:forces:R:3:lowdin_charge:R:1
Sc 0.490 -1.752 1.846 1.237 2.550 0.726 0.998
F -2.962 2.753 2.822 -0.493 0.653 0.344 0.060
C -1.706 2.306 2.738 -0.821 -2.290 -0.806 -0.302
C -1.537 0.994 2.265 -0.784 0.948 0.693 -0.076
C -0.279 0.486 2.210 1.966 -2.678 -0.158 -0.142
C 0.870 1.267 2.485 0.675 1.176 0.145 -0.155
C 0.641 2.606 2.848 -0.009 -0.706 -1.178 -0.191
F 1.628 3.554 2.733 -0.854 -0.344 0.811 0.037
C -0.648 3.063 3.064 1.323 2.604 0.941 0.039
C 2.252 0.777 2.260 -0.025 0.032 -0.084 -0.208
C 3.408 1.521 2.551 -1.194 -0.770 -0.595 -0.028
C 4.654 1.022 2.200 0.737 0.116 0.412 -0.087
C 4.702 -0.204 1.494 -1.181 -0.283 -0.153 -0.081
C 3.510 -0.885 1.169 2.352 1.127 0.753 -0.198
N 2.336 -0.498 1.681 -2.378 -0.172 0.574 -0.071
H -2.411 0.379 2.048 0.021 0.258 -0.011 0.094
H -0.725 4.081 3.481 -0.298 -0.466 -0.553 0.144
H 3.248 2.495 2.982 0.493 -0.158 0.091 0.102
H 5.540 1.640 2.493 -0.679 -1.000 -0.528 0.114
H 5.624 -0.676 1.226 0.481 0.110 -0.375 0.083
H 3.504 -1.722 0.482 0.166 -0.270 0.117 0.087
N -0.075 -2.265 4.006 -0.544 -0.895 0.610 -0.047
C 0.221 -3.626 4.598 0.093 0.058 -0.436 -0.206
C 1.643 -4.226 4.290 -0.971 0.199 0.825 -0.183
C 1.734 -4.810 2.901 -0.022 -1.526 0.240 -0.272
N 1.924 -3.759 1.866 0.118 -0.303 -0.313 -0.019
H 0.427 -1.552 4.533 -0.292 0.036 0.081 0.098
H -1.105 -2.091 4.115 1.337 0.084 -0.081 0.123
H -0.590 -4.301 4.234 0.775 0.287 0.011 0.125
H 0.096 -3.620 5.675 0.004 0.291 0.243 0.105
H 1.742 -5.059 5.051 0.209 0.908 -0.925 0.138
H 2.472 -3.504 4.421 -0.487 -0.148 0.356 0.125
H 0.808 -5.392 2.807 0.041 0.309 -0.761 0.113
H 2.528 -5.593 2.931 -0.208 0.746 -0.490 0.126
H 1.947 -4.095 0.880 -0.034 -0.161 1.158 0.107
H 2.877 -3.434 2.037 -0.091 0.432 -0.248 0.079
O -1.548 -2.553 1.350 -0.529 -0.356 -1.392 -0.004
C -1.230 -2.386 0.152 2.827 1.183 0.429 -0.506
O -0.047 -1.830 -0.136 -2.721 -1.864 -0.952 -0.132
C -2.065 -2.820 -1.059 0.893 0.004 2.259 -0.172
N -1.230 -3.802 -1.842 0.629 0.427 -1.926 0.126
C -1.802 -3.677 -3.277 0.863 -0.271 -1.199 -0.077
C -2.685 -2.440 -3.282 0.523 -0.578 1.093 -0.126
C -2.250 -1.698 -2.035 0.523 -0.617 0.092 -0.097
H -2.945 -3.272 -0.633 -0.513 -0.480 -0.426 0.173
H -1.239 -4.800 -1.618 -0.101 0.390 0.632 0.188
H -0.225 -3.466 -1.885 -1.278 -0.265 0.516 0.199
H -2.291 -4.617 -3.545 -0.059 0.211 0.251 0.133
H -0.997 -3.519 -4.035 -0.203 -0.364 1.031 0.147
H -3.709 -2.741 -3.189 -0.710 0.181 -0.305 0.125
H -2.442 -1.894 -4.145 -0.360 0.786 -1.237 0.113
H -2.905 -0.938 -1.675 -0.608 0.476 0.192 0.142
H -1.246 -1.286 -2.088 0.079 0.461 -0.544 0.124
C 5.836 -0.905 -3.836 0.289 1.215 0.751 -0.162
Si 6.267 0.220 -5.302 -0.508 1.604 0.709 0.590
C 6.115 -0.547 -6.989 0.268 -1.746 0.887 -0.175
C 7.708 1.448 -4.927 0.663 0.108 -0.719 -0.227
C 8.839 0.935 -4.247 -1.221 -0.214 -0.760 -0.115
C 9.594 1.782 -3.449 0.598 -1.262 -0.354 -0.102
C 9.340 3.120 -3.431 0.254 1.247 1.241 -0.098
C 8.381 3.671 -4.248 0.186 1.548 -0.404 -0.118
C 7.672 2.879 -5.080 -2.933 -1.935 -1.522 -0.109
H 4.819 -1.136 -4.083 -0.637 -0.774 -0.218 0.004
H 5.727 -0.407 -2.833 0.394 0.183 -1.098 0.060
H 6.422 -1.769 -3.624 0.383 -0.874 -0.248 0.010
H 6.960 -1.229 -7.166 -0.005 0.253 -0.093 0.035
H 6.064 0.150 -7.785 0.047 0.870 -0.669 0.017
H 5.229 -1.202 -7.061 0.155 0.386 0.207 0.041
H 9.116 -0.124 -4.433 -0.321 0.638 0.832 0.112
H 10.370 1.311 -2.871 0.343 0.293 0.186 0.103
H 9.857 3.799 -2.754 0.121 -0.334 -0.061 0.112
H 8.150 4.745 -4.289 0.568 -0.442 0.178 0.118
H 6.958 3.336 -5.852 0.849 -0.708 1.486 0.129
C -9.363 -0.124 2.717 0.422 -0.416 1.088 -0.298
P -7.572 -0.359 2.382 -0.343 -0.530 -0.629 0.975
C -7.417 0.886 1.077 0.345 1.912 -1.230 -0.381
C -6.126 1.155 0.525 -1.940 -0.220 0.193 -0.136
C -5.963 2.131 -0.444 -0.267 0.589 0.026 -0.086
C -7.091 2.905 -0.854 1.242 -1.215 0.389 -0.077
C -8.374 2.612 -0.398 0.885 -0.672 0.101 -0.078
C -8.545 1.621 0.561 2.448 -0.984 1.092 -0.077
C -6.790 0.282 3.910 -1.103 -0.453 0.397 -0.394
C -5.852 1.283 3.987 1.230 1.228 -0.197 -0.110
C -5.100 1.495 5.146 -1.287 -0.381 0.828 -0.069
C -5.474 0.810 6.334 1.433 1.814 -0.775 -0.089
C -6.547 -0.042 6.294 -0.362 -1.161 0.147 -0.106
C -7.161 -0.387 5.097 0.927 1.163 -0.691 -0.109
H -9.542 -0.676 3.648 -0.396 0.073 -0.354 0.029
H -10.017 -0.458 1.919 0.083 -0.323 -0.025 0.046
H -9.546 0.921 2.906 -0.232 0.392 0.293 0.040
H -5.330 0.548 0.898 0.721 -0.138 0.012 0.075
H -4.938 2.307 -0.845 -1.041 0.117 0.267 0.109
H -6.872 3.701 -1.534 -0.326 0.352 -0.469 0.090
H -9.227 3.080 -0.830 -0.461 0.604 -0.056 0.096
H -9.436 1.397 1.096 -0.939 0.335 -0.578 0.053
H -5.681 2.010 3.179 -0.024 -0.775 0.012 0.105
H -4.375 2.305 5.155 0.049 -0.276 0.082 0.097
H -4.926 1.099 7.250 -0.581 -0.552 -0.439 0.110
H -6.878 -0.548 7.189 -0.039 0.042 0.227 0.101
H -7.948 -1.103 5.042 -0.339 -0.554 0.268 0.080
N 4.744 1.190 -5.188 0.339 -0.458 -0.327 0.070
C 3.832 1.544 -4.502 -0.402 0.712 1.149 -0.062
C 2.832 2.116 -3.699 2.276 -1.176 -1.599 -0.265
C 1.930 1.350 -2.961 -0.651 -1.590 0.102 -0.081
C 0.675 1.879 -2.696 0.398 -1.215 0.446 -0.112
C 0.461 3.233 -2.920 -1.855 0.080 0.049 -0.122
C 1.427 4.016 -3.554 0.407 1.413 -0.119 -0.102
C 2.622 3.477 -3.934 -0.363 0.533 -0.323 -0.071
H 2.232 0.296 -2.779 -0.676 0.738 -0.017 0.106
H -0.107 1.153 -2.355 0.622 1.146 0.086 0.099
H -0.538 3.642 -2.693 0.690 -0.074 -0.151 0.100
H 1.257 5.084 -3.789 -0.129 -0.785 0.319 0.116
H 3.366 3.953 -4.556 -0.172 0.571 0.127 0.113
```
Positions in Å, forces in eV/Å.

Calculated total energy in Eh: -3838.64090
Total charge: +1
Lowest unoccupied orbital energy (alpha / beta) in Eh: -0.12510 / -0.12451
Highest occupied orbital energy (alpha / beta) in eV: -6.561 / -6.301
Energy relative to the best compared isomer or geometry (same formula, charge and spin) in kJ/mol: 225.9

---

The highest calculated total energy belongs to which entry?
C47H54ClF9N9O2

---

Which value of calculated total energy does entry 2 give?
-3838.64090 Eh

---

What is the total charge in the first record?
+1